Model one:
{"formula": "C3H3NOS", "method": "the ωB97M-V functional and the def2-TZVPD basis", "elements": ["C", "C", "O", "H", "H", "N", "C", "S", "H"], "positions_angstrom": [[-0.82675, -0.62871, -0.62712], [-1.37271, -0.94656, 0.54015], [-1.88026, -1.28252, 1.57960], [-0.67637, 0.28036, -0.26155], [-0.22417, -1.07581, -1.43142], [0.88540, 0.91888, 0.67327], [1.42886, 0.88335, -0.36627], [2.22291, 0.77217, -1.63413], [0.44308, 1.07883, 1.52749]], "nbo_charge": [-0.763, 0.705, -0.494, 0.246, 0.291, -0.684, 0.200, 0.046, 0.453], "homo_energy_ha": -0.341, "lumo_ev": 0.65, "smiles": "C=C=O.N=C=S"}

***

Model two:
{"formula": "C3H3NOS", "method": "the ωB97M-V functional and the def2-TZVPD basis", "elements": ["C", "C", "C", "N", "O", "S", "H", "H", "H"], "positions_angstrom": [[0.28563, -1.04272, -1.05099], [0.44102, -0.66401, -2.36323], [-0.13843, 0.90663, 0.20615], [0.04449, -0.49152, 0.06194], [0.42676, -0.62400, -3.51652], [0.05762, 1.86577, -1.30064], [0.59467, -1.98879, -0.81427], [-1.05287, 1.08757, 0.82631], [0.61510, 1.10160, 0.99826]], "nbo_charge": [-0.221, 0.784, -0.464, -0.202, -0.350, -0.327, 0.244, 0.272, 0.265], "homo_energy_ha": [-0.299, -0.299], "lumo_ev": [-1.87, -1.87]}

***

Least stable = model two

***

Model one:
{"formula": "C3H3NOS", "method": "the ωB97M-V functional and the def2-TZVPD basis", "elements": ["C", "C", "C", "H", "H", "H", "N", "O", "S"], "positions_angstrom": [[-1.25988, 0.10169, -0.33551], [-0.02387, -0.63899, 0.25708], [1.17174, 0.23811, 0.14151], [0.15073, -1.55849, -0.33468], [-0.28002, -0.92487, 1.26003], [2.17124, -0.14429, 0.41568], [1.05993, 1.41827, -0.27419], [-2.39865, -0.20494, -0.49751], [-0.59122, 1.71351, -0.63241]], "nbo_charge": [0.400, -0.604, 0.106, 0.262, 0.269, 0.197, -0.502, -0.520, 0.392], "homo_energy_ha": -0.351, "lumo_ev": 0.72}

***

Model two:
{"formula": "C3H3NOS", "method": "the ωB97M-V functional and the def2-TZVPD basis", "elements": ["S", "C", "C", "C", "O", "N", "H", "H", "H"], "positions_angstrom": [[2.33449, -0.56803, 0.02395], [0.62633, -0.51007, -0.06942], [-0.13039, 0.64067, -0.00734], [-1.40854, 0.19372, 0.01023], [-1.46829, -1.14480, 0.00808], [-0.16722, -1.61184, -0.01399], [2.45256, 0.79447, -0.04032], [0.10906, 1.67063, -0.06815], [-2.34800, 0.53523, 0.15695]], "nbo_charge": [0.100, -0.050, -0.379, 0.161, -0.258, -0.148, 0.134, 0.238, 0.202], "homo_energy_ha": -0.339, "lumo_ev": 0.69, "smiles": "Sc1ccon1"}

***

Least stable = model two

***

Model one:
{"formula": "C3H3NOS", "method": "the ωB97M-V functional and the def2-TZVPD basis", "elements": ["C", "S", "C", "O", "C", "N", "H", "H", "H"], "positions_angstrom": [[1.25691, 0.05376, -1.08643], [0.59963, 0.64345, 0.52359], [-0.97490, -0.23250, 0.51626], [-1.28427, -0.89724, -0.49392], [-1.69297, 0.09479, 1.68321], [-2.08330, 0.38141, 2.74580], [2.31344, -0.17380, -1.02430], [1.28750, 0.96400, -1.62223], [0.57797, -0.83387, -1.24198]], "nbo_charge": [-0.745, 0.252, 0.285, -0.509, 0.157, -0.189, 0.232, 0.233, 0.285], "homo_energy_ha": [-0.372, -0.372], "lumo_ev": [-0.93, -0.93], "smiles": "CSC(=O)C#N"}

***

Model two:
{"formula": "C3H3NOS", "method": "the ωB97M-V functional and the def2-TZVPD basis", "elements": ["C", "C", "C", "H", "H", "H", "N", "O", "S"], "positions_angstrom": [[0.65159, -0.14081, -0.05200], [-0.71591, -0.18379, -0.23560], [-1.15913, 0.80004, -1.29521], [1.28841, -0.75265, 2.68209], [1.17078, -0.18628, -1.13191], [0.94607, 0.89591, 0.22537], [-2.06551, 1.53150, -1.80686], [-1.58118, -0.60908, 0.57109], [1.46489, -1.35483, 1.04302]], "nbo_charge": [-0.660, 0.444, 0.118, 0.179, 0.277, 0.294, -0.199, -0.431, -0.022], "homo_energy_ha": -0.369, "lumo_ev": -1.00}

***

Least stable = model two

***

Model one:
{"formula": "C6H12FN", "method": "the ωB97M-V functional and the def2-TZVPD basis", "elements": ["C", "N", "C", "C", "C", "F", "C", "C", "H", "H", "H", "H", "H", "H", "H", "H", "H", "H", "H", "H"], "positions_angstrom": [[2.36099, -0.04186, -0.23494], [1.32712, -1.04804, -0.48592], [0.15486, -0.62827, 0.23881], [-1.15093, -1.56976, 0.14192], [-1.87773, -0.29193, 0.18084], [-3.09906, -0.31891, -0.55778], [-0.72453, 0.53924, -0.32990], [-0.46522, 1.97128, 0.03308], [2.81980, -0.03140, 0.81527], [1.87620, 0.97633, -0.44785], [3.23212, -0.23388, -0.88487], [1.62235, -1.96478, -0.17162], [0.29873, -0.44133, 1.27299], [-1.11778, -2.24108, 1.03492], [-1.20849, -2.04740, -0.79122], [-2.20504, 0.01162, 1.15472], [-0.65731, 0.33331, -1.43596], [0.45016, 2.21978, -0.26992], [-1.10060, 2.74164, -0.38966], [-0.53565, 2.06545, 1.12711]], "nbo_charge": [-0.421, -0.621, -0.013, -0.442, 0.214, -0.384, -0.264, -0.601, 0.167, 0.196, 0.203, 0.360, 0.156, 0.210, 0.228, 0.167, 0.220, 0.203, 0.222, 0.201], "homo_energy_ha": -0.337, "lumo_ev": 1.02, "smiles": "CN[C@@H]1C[C@H](F)[C@H]1C"}

***

Model two:
{"formula": "C6H12FN", "method": "the ωB97M-V functional and the def2-TZVPD basis", "elements": ["C", "N", "C", "C", "C", "C", "C", "F", "H", "H", "H", "H", "H", "H", "H", "H", "H", "H", "H", "H"], "positions_angstrom": [[-2.14375, -0.05691, -0.52704], [-0.70387, -0.10949, -0.60717], [0.05656, 0.93996, -1.37324], [1.46366, 0.88313, -0.76338], [1.37866, 0.54716, 0.70351], [0.09880, -0.26157, 0.84685], [0.10518, -1.74291, 1.27331], [-0.68712, 0.37737, 1.77628], [-2.45842, -0.99598, -0.39092], [-2.45407, 0.68253, 0.28245], [-2.30310, 0.28909, -1.56926], [-0.22127, 2.03830, -1.46228], [0.03804, 0.62027, -2.48904], [1.91787, 1.89081, -1.07223], [2.08621, -0.04064, -1.06181], [2.14241, 0.04841, 1.19557], [1.36253, 1.44018, 1.22501], [-0.97365, -2.06485, 1.35695], [0.78030, -1.95928, 2.05375], [0.51501, -2.52557, 0.60268]], "nbo_charge": [-0.406, -0.466, -0.233, -0.405, -0.470, 0.532, -0.672, -0.377, 0.190, 0.185, 0.204, 0.175, 0.197, 0.218, 0.208, 0.214, 0.224, 0.231, 0.222, 0.230], "homo_energy_ha": -0.309, "lumo_ev": 1.02, "smiles": "CN1CCC[C@@]1(C)F"}

***

Least stable = model two

***

Model one:
{"formula": "C6H12FN", "method": "the ωB97M-V functional and the def2-TZVPD basis", "elements": ["C", "C", "C", "C", "C", "C", "H", "H", "H", "H", "H", "H", "H", "H", "H", "H", "H", "H", "N", "F"], "positions_angstrom": [[-0.65424, -1.63888, 1.67769], [-0.64456, -0.08398, -0.21373], [-1.00158, 0.37019, -1.65356], [0.35247, 1.09655, -1.57848], [0.84982, 0.38845, -0.47418], [1.56694, 0.96962, 0.73975], [-1.84463, -1.46176, 2.51240], [0.31799, -0.81123, 1.97509], [-0.12472, -2.96683, 1.88151], [-1.73442, -1.79485, 0.17156], [-0.82389, 0.75626, 0.56591], [-1.84942, 0.93142, -1.79951], [-1.12055, -0.54932, -2.30817], [0.14566, 2.18218, -1.25116], [1.26309, -0.44110, -0.89411], [1.98452, 0.02747, 1.29644], [2.26383, 1.81965, 0.27977], [0.75875, 1.50624, 1.49715], [-0.84155, -1.45817, 0.28320], [1.13651, 1.15810, -2.70755]], "nbo_charge": [-0.404, -0.010, -0.445, 0.242, -0.315, -0.628, 0.167, 0.205, 0.198, 0.364, 0.167, 0.213, 0.224, 0.146, 0.222, 0.233, 0.236, 0.207, -0.666, -0.357], "homo_energy_ha": -0.326, "lumo_ev": 0.87}

***

Model two:
{"formula": "C6H12FN", "method": "the ωB97M-V functional and the def2-TZVPD basis", "elements": ["C", "C", "C", "C", "F", "C", "C", "N", "H", "H", "H", "H", "H", "H", "H", "H", "H", "H", "H", "H"], "positions_angstrom": [[-0.62323, 2.21557, 1.47140], [-0.26513, 1.47054, 0.19361], [0.24567, 0.07485, 0.48037], [-0.64565, -1.07244, 0.59118], [-0.34464, -2.01624, 1.48491], [0.18328, -0.97801, -0.61924], [1.36220, -1.91920, -0.81536], [-0.48501, -0.72637, -1.84887], [0.15459, 2.08205, 2.24858], [-0.79953, 3.31227, 1.31451], [-1.54218, 1.75080, 1.86423], [0.52645, 1.99202, -0.37409], [-1.14435, 1.45479, -0.46813], [1.15800, 0.05379, 1.02861], [-1.77240, -0.90622, 0.40354], [2.17021, -1.38351, -1.34516], [1.09151, -2.73812, -1.52358], [1.82414, -2.27974, 0.13367], [0.18147, -0.27262, -2.45690], [-1.27541, -0.11421, -1.76328]], "nbo_charge": [-0.604, -0.390, -0.292, 0.200, -0.335, 0.070, -0.612, -0.809, 0.206, 0.211, 0.205, 0.203, 0.191, 0.226, 0.161, 0.202, 0.227, 0.228, 0.355, 0.359], "homo_energy_ha": -0.323, "lumo_ev": 1.01, "smiles": "CC[C@H]1[C@H](F)[C@@]1(C)N"}

***

Model three:
{"formula": "C6H12FN", "method": "the ωB97M-V functional and the def2-TZVPD basis", "elements": ["C", "C", "C", "C", "F", "C", "C", "N", "H", "H", "H", "H", "H", "H", "H", "H", "H", "H", "H", "H"], "positions_angstrom": [[-1.61949, -1.38937, 0.04974], [-1.52553, 0.18613, -0.11399], [-0.04928, 0.67082, 0.22074], [0.04594, 2.19330, 0.00587], [0.06378, 0.30790, 1.63330], [1.06366, -0.02607, -0.54343], [1.53280, -1.28909, 0.25167], [2.32959, 0.01782, 0.23849], [-2.64465, -1.68045, 0.02035], [-1.23577, -1.96316, 1.04913], [-1.16096, -1.79118, -0.87616], [-2.39364, 0.59793, 0.53494], [-1.68652, 0.39308, -1.20040], [-0.59501, 2.61355, 0.81640], [1.02259, 2.60617, 0.17008], [-0.40945, 2.42010, -1.04716], [1.05784, -0.00891, -1.73715], [1.30471, -1.61336, 1.30873], [2.08310, -2.18562, -0.23307], [2.81628, -0.05959, -0.54808]], "nbo_charge": [-0.617, -0.429, 0.364, -0.649, -0.397, -0.150, -0.291, -0.559, 0.205, 0.223, 0.201, 0.227, 0.202, 0.227, 0.229, 0.217, 0.233, 0.238, 0.195, 0.329], "homo_energy_ha": -0.358, "lumo_ev": 0.87, "smiles": "CC[C@@](C)(F)[C@@H]1CN1"}

***

Least stable = model one

***

Model one:
{"formula": "C3H2N2O2", "method": "the ωB97M-V functional and the def2-TZVPD basis", "elements": ["O", "C", "C", "N", "C", "N", "O", "H", "H"], "positions_angstrom": [[1.88366, 1.51031, -1.31262], [1.45838, 1.03000, -0.29402], [0.20887, 0.21183, -0.14894], [-0.08364, -0.41894, 0.94808], [-1.25410, -1.03549, 0.59602], [-1.65746, -0.78467, -0.61700], [-0.67891, 0.04698, -1.11929], [1.93580, 1.12647, 0.69377], [-1.81260, -1.68649, 1.25400]], "nbo_charge": [-0.447, 0.379, 0.379, -0.450, 0.128, -0.107, -0.243, 0.143, 0.219], "homo_energy_ha": -0.409, "lumo_ev": -0.77, "smiles": "O=Cc1ncno1"}

***

Model two:
{"formula": "C3H2N2O2", "method": "the ωB97M-V functional and the def2-TZVPD basis", "elements": ["O", "C", "C", "C", "N", "N", "O", "H", "H"], "positions_angstrom": [[2.34648, -0.50728, 0.12586], [1.23567, -0.40393, -0.02040], [0.42533, 0.86365, -0.17087], [-0.98701, 0.53529, 0.19427], [-1.64693, -0.54804, -0.02782], [-0.91136, -1.55434, 0.02108], [0.42015, -1.51354, -0.07136], [0.75421, 1.77250, -0.25166], [-1.63655, 1.35568, 0.20091]], "nbo_charge": [-0.511, 0.718, -0.259, 0.005, -0.227, 0.198, -0.327, 0.209, 0.195], "homo_energy_ha": -0.378, "lumo_ev": -1.37, "smiles": "O=c1ccnno1"}

***

Least stable = model two